DFT (ωB97M-V with the def2-TZVPD basis set) results for a cluster of 2 separate species, C8H18N2OPS in total in a non-equilibrium geometry.

## Properties
**ΔE to the lowest compared entry with this formula, charge and spin**: 0.00 kcal/mol
**Charge**: +1
**Strongest force on any atom**: 0.0269 Eh/bohr

Last column: Löwdin charge in e.
Cartesian coordinates (Å):
C  1.921  0.314  1.024  -0.038
C  1.422  -0.322  2.074  -0.092
C  -0.136  1.715  0.871  -0.145
C  -0.253  1.527  2.379  -0.113
C  1.310  1.533  0.409  -0.300
C  0.194  0.129  2.797  -0.344
C  -1.779  -2.134  -1.640  -0.179
C  1.426  1.484  -1.125  -0.215
N  -1.568  -0.953  -0.817  -0.098
N  0.843  0.258  -1.675  -0.003
O  -0.895  -0.799  2.607  -0.433
P  -0.883  -2.066  1.688  0.795
S  -2.743  -2.743  2.224  0.533
H  2.839  -0.036  0.573  0.126
H  1.902  -1.203  2.483  0.113
H  -0.769  0.988  0.368  0.085
H  -0.484  2.713  0.603  0.128
H  0.384  2.246  2.895  0.137
H  -1.282  1.687  2.706  0.128
H  1.900  2.398  0.737  0.159
H  0.364  0.111  3.881  0.161
H  -2.685  -2.651  -1.324  0.068
H  -1.877  -1.891  -2.702  0.081
H  -0.931  -2.808  -1.519  0.069
H  2.487  1.591  -1.398  0.122
H  0.885  2.332  -1.548  0.125
H  -2.391  -0.362  -0.811  0.088
H  1.449  -0.533  -1.470  0.091
H  0.787  0.341  -2.686  0.100
H  -0.734  -0.427  -1.135  0.009
H  -2.650  -3.862  1.498  -0.161